[1]
C38H31N5O4PRe as an isolated structure at a distorted geometry, computed with ωB97M-V with the def2-TZVPD basis set.

CARTESIAN COORDINATES (ANGSTROEM)
Re (-0.31310, 0.16140, -0.23020)
C (-2.74480, 3.60420, 1.25750)
O (-1.65290, 4.50100, 1.25510)
C (-0.41890, 4.06710, 1.60530)
C (0.46260, 5.01290, 2.09520)
C (1.74380, 4.66850, 2.51020)
C (2.15070, 3.35290, 2.48030)
C (1.32060, 2.36560, 1.93930)
C (1.66110, 0.98730, 2.06800)
N (1.01490, 0.01170, 1.50910)
N (1.24560, -1.23260, 1.87720)
C (0.20970, -2.04330, 1.68450)
O (-0.89540, -1.61800, 1.23480)
C (0.40590, -3.45290, 2.03600)
C (-0.65330, -4.34620, 1.88920)
C (-0.49360, -5.67050, 2.24470)
C (0.72450, -6.11020, 2.73970)
C (1.79860, -5.23660, 2.82560)
C (1.64470, -3.90800, 2.48460)
C (0.03900, 2.72810, 1.40260)
O (-0.70600, 1.90270, 0.74870)
H (-3.63490, 4.23120, 1.23370)
H (-2.74920, 2.99080, 2.16170)
H (-2.74880, 2.95290, 0.37930)
H (0.10920, 6.02800, 2.15940)
H (2.39840, 5.43970, 2.88300)
H (3.11840, 3.06520, 2.86050)
H (2.44920, 0.73650, 2.77390)
H (-1.59520, -3.97840, 1.50890)
H (-1.32080, -6.35730, 2.14780)
H (0.84210, -7.13330, 3.06290)
H (2.75740, -5.58960, 3.17180)
H (2.46890, -3.21580, 2.56020)
O (2.55120, 0.46110, -0.65770)
C (1.51130, 0.74080, -1.18770)
C (1.43620, 1.38610, -2.51540)
C (2.62080, 1.83600, -3.09540)
C (2.59630, 2.43380, -4.34080)
C (1.39250, 2.56840, -5.02000)
C (0.20590, 2.13380, -4.44740)
C (0.21930, 1.55010, -3.18720)
P (-1.28400, 1.16840, -2.23610)
C (-2.33790, 0.01930, -3.16990)
C (-2.03790, -0.50780, -4.42110)
C (-2.90560, -1.41670, -5.00520)
C (-4.05150, -1.81920, -4.33880)
C (-4.33190, -1.33190, -3.07080)
C (-3.47600, -0.41710, -2.48780)
C (-2.07090, 2.81000, -2.31530)
C (-3.36900, 3.02390, -2.76650)
C (-3.85320, 4.31920, -2.86230)
C (-3.05860, 5.39640, -2.50490)
C (-1.76910, 5.17980, -2.04370)
C (-1.27620, 3.89440, -1.94030)
H (3.53630, 1.69230, -2.54220)
H (3.51560, 2.79430, -4.77780)
H (1.37850, 3.03260, -5.99470)
H (-0.72940, 2.26580, -4.97450)
H (-1.13380, -0.21760, -4.93730)
H (-2.68570, -1.81170, -5.98630)
H (-4.72740, -2.51650, -4.80700)
H (-5.21590, -1.66610, -2.54730)
H (-3.66190, -0.04530, -1.48650)
H (-3.98430, 2.18480, -3.06360)
H (-4.85850, 4.47920, -3.21970)
H (-3.44380, 6.40200, -2.57650)
H (-1.14620, 6.00960, -1.75360)
H (-0.27260, 3.72330, -1.57200)
N (-2.50350, -4.52300, -1.83670)
C (-1.52860, -3.62810, -2.07040)
C (-1.38000, -2.47760, -1.26610)
N (-0.36960, -1.62770, -1.43620)
C (0.47070, -1.89410, -2.45620)
C (0.25840, -2.97750, -3.28870)
N (-0.72100, -3.84310, -3.11230)
H (-3.05560, -4.47900, -0.99910)
H (-2.49850, -5.37780, -2.36680)
H (-2.08200, -2.28100, -0.46630)
H (1.32070, -1.24660, -2.59930)
H (0.92340, -3.16940, -4.11780)

Properties
- charge = +1
- HOMO level (alpha / beta) (hartree) = -0.37015 / -0.37404
- molar mass (g mol⁻¹) = 838.878
- 2S+1 = 2
- gap between HOMO and LUMO (alpha / beta) (eV) = 5.21 / 5.74
- expectation value of S² = 0.7791
- largest force on an atom (eV Å⁻¹) = 4.25

***

[2]
C38H32Br2HfN7O3 as an isolated structure, computed with ωB97M-V with the def2-TZVPD basis set.

CARTESIAN COORDINATES (ANGSTROEM)
Hf (0.05983, 0.29610, 0.32489)
O (4.22327, 0.95432, 1.11203)
C (3.15104, 1.09358, 0.55095)
N (1.91176, 1.09939, 1.10044)
C (1.74884, 1.27636, 2.52130)
C (2.72488, 1.11085, 3.49678)
C (2.42151, 1.40659, 4.82229)
C (1.16615, 1.87010, 5.17296)
C (0.18588, 2.02897, 4.20125)
C (0.47508, 1.71738, 2.88505)
N (-0.48913, 1.72496, 1.82234)
C (-1.62387, 2.44972, 1.89701)
O (-1.90417, 3.36390, 2.65205)
C (-2.69746, 1.94461, 0.95199)
C (-3.84720, 2.68838, 0.75468)
C (-4.86329, 2.15065, -0.01260)
C (-4.70496, 0.86901, -0.52660)
C (-3.51815, 0.20542, -0.29259)
N (-2.51048, 0.73282, 0.41480)
C (3.15509, 1.37735, -0.94018)
C (4.31460, 1.86937, -1.51975)
C (4.29317, 2.22100, -2.85658)
C (3.11332, 2.05893, -3.57069)
C (2.01546, 1.53884, -2.91282)
N (2.02602, 1.19193, -1.62371)
H (3.70778, 0.76617, 3.22295)
H (3.18547, 1.28084, 5.57837)
H (0.93867, 2.11202, 6.20278)
H (-0.79528, 2.39527, 4.46351)
H (-3.91662, 3.65488, 1.23449)
H (-5.77644, 2.70521, -0.18578)
H (-5.49226, 0.38127, -1.08472)
H (-3.37631, -0.80499, -0.65418)
H (5.19487, 1.97077, -0.90121)
H (5.17791, 2.61984, -3.33536)
H (3.04166, 2.31831, -4.61783)
H (1.09409, 1.36713, -3.45763)
Br (-2.81207, -6.67063, -1.77211)
C (-2.24503, -4.88476, -1.70287)
C (-2.91571, -3.92430, -2.44505)
C (-2.49825, -2.60577, -2.38188)
C (-1.40082, -2.25163, -1.59975)
C (-0.76806, -3.21146, -0.83043)
C (-1.18367, -4.53291, -0.88798)
N (-0.97613, -0.86516, -1.51542)
C (-1.29836, -0.09756, -2.47652)
C (-1.15039, 1.37570, -2.40825)
C (-1.56798, 2.16434, -3.45612)
C (-1.40803, 3.54425, -3.35173)
C (-0.83142, 4.06418, -2.21157)
C (-0.44531, 3.19951, -1.19327)
N (-0.61499, 1.88641, -1.29337)
H (-3.77004, -4.19966, -3.04705)
H (-3.07065, -1.86317, -2.92332)
H (0.03445, -2.92524, -0.17220)
H (-0.68924, -5.28189, -0.28489)
H (-1.74525, -0.49179, -3.38774)
H (-2.00758, 1.71078, -4.33479)
H (-1.72679, 4.19440, -4.15534)
H (-0.68214, 5.12778, -2.08918)
H (0.00470, 3.55588, -0.27404)
C (-1.77769, -0.99068, 3.37289)
C (-1.28222, -1.83960, 2.22315)
C (-0.79615, -3.19042, 2.70108)
O (-0.21484, -1.17779, 1.52857)
H (-2.54122, -1.53849, 3.92863)
H (-2.21432, -0.05158, 3.03425)
H (-0.95308, -0.75742, 4.04972)
H (-2.09565, -1.98620, 1.50223)
H (-0.02237, -3.06397, 3.46228)
H (-0.37757, -3.77655, 1.88157)
H (-1.61565, -3.76007, 3.14149)
Br (5.79005, -3.74415, -1.17170)
C (4.19426, -2.81609, -0.86383)
C (3.43631, -2.36247, -1.93202)
C (2.27906, -1.66832, -1.65080)
N (1.84310, -1.42469, -0.40971)
C (2.58537, -1.88407, 0.60646)
C (3.76577, -2.58027, 0.42824)
H (3.73801, -2.53703, -2.95442)
H (1.66449, -1.29489, -2.46025)
H (2.21874, -1.66603, 1.60185)
H (4.33363, -2.91379, 1.28450)

Properties
- charge = +1
- HOMO level (hartree) = -0.36370
- molar mass (g mol⁻¹) = 973.018
- gap between HOMO and LUMO (eV) = 5.58
- largest force on an atom (eV Å⁻¹) = 0.75

***

[3]
C38H32DyF3O2P2 as an isolated structure at a distorted geometry, computed with ωB97M-V with the def2-TZVPD basis set.

CARTESIAN COORDINATES (ANGSTROEM)
C (-0.82098, -2.17623, -1.08134)
C (-0.16899, -1.08713, -1.65126)
C (0.94856, -1.29111, -2.45443)
C (1.39659, -2.58325, -2.70913)
C (0.73197, -3.67917, -2.15911)
C (-0.37709, -3.47068, -1.33789)
P (-0.75846, 0.56931, -1.37676)
C (-0.18459, 1.54456, -2.78394)
C (0.88365, 2.43031, -2.67883)
C (1.34798, 3.09518, -3.82065)
C (0.73465, 2.87514, -5.05074)
C (-0.34494, 1.99253, -5.14494)
C (-0.80341, 1.32400, -4.00683)
Dy (-0.09538, 1.84811, 0.57260)
P (0.79246, -0.21391, 1.53485)
C (2.11184, -1.05956, 0.70782)
C (2.23720, -2.44085, 0.75762)
C (3.33246, -3.05980, 0.14528)
C (4.29462, -2.29678, -0.51352)
C (4.15487, -0.91055, -0.57920)
C (3.05679, -0.29500, 0.02222)
C (1.55470, 0.67401, 2.94722)
C (0.75433, 1.54525, 3.69280)
C (1.29766, 2.23576, 4.77643)
C (2.63453, 2.05090, 5.11788)
C (3.42977, 1.17565, 4.37564)
C (2.89458, 0.48703, 3.28924)
C (-0.38340, -1.32281, 2.27606)
C (-1.74400, -1.21511, 1.99975)
C (-2.65594, -2.07390, 2.62011)
C (-2.20038, -3.02717, 3.52963)
C (-0.83934, -3.11097, 3.83122)
C (0.07048, -2.24814, 3.20724)
C (-2.55555, 0.52237, -1.43135)
C (-3.17485, -0.43796, -2.22413)
C (-4.56864, -0.45886, -2.33565)
C (-5.33789, 0.48881, -1.65719)
C (-4.71456, 1.45522, -0.87159)
C (-3.31986, 1.47157, -0.75476)
H (-0.29986, 1.68526, 3.42768)
H (0.67112, 2.91910, 5.34837)
H (3.06054, 2.58880, 5.96405)
H (4.47507, 1.02823, 4.64493)
H (3.51932, -0.18641, 2.70748)
H (1.48670, -3.04900, 1.25178)
H (3.42523, -4.14528, 0.17797)
H (5.14665, -2.78300, -0.98671)
H (4.89410, -0.30838, -1.10527)
H (2.92748, 0.78838, -0.04645)
H (-2.09418, -0.44487, 1.30524)
H (-3.71869, -1.98860, 2.39909)
H (-2.90692, -3.69627, 4.01792)
H (-0.48541, -3.83891, 4.55864)
H (1.12399, -2.29977, 3.47266)
H (-2.58819, -1.18592, -2.75232)
H (-5.04991, -1.21510, -2.95269)
H (-6.42325, 0.47011, -1.74344)
H (-5.30609, 2.20038, -0.34376)
H (-2.82796, 2.23405, -0.14100)
H (1.34003, 2.61696, -1.70113)
H (2.17944, 3.79224, -3.73699)
H (1.08742, 3.39732, -5.93831)
H (-0.83482, 1.82808, -6.10252)
H (-1.64815, 0.64616, -4.08768)
H (1.47023, -0.44252, -2.89441)
H (2.27325, -2.73791, -3.33827)
H (1.08090, -4.69008, -2.36109)
H (-0.90000, -4.32031, -0.89753)
H (-1.69103, -2.02998, -0.44366)
H (0.81075, -7.02909, -1.80599)
H (0.14068, -7.12738, -1.48056)
F (-1.84558, 6.82838, 0.32785)
C (-1.22921, 6.02127, 1.22448)
F (-0.01221, 6.53744, 1.55340)
F (-1.99497, 5.90160, 2.34546)
C (-1.02920, 4.59394, 0.57159)
O (-1.40094, 4.39181, -0.55441)
O (-0.43777, 3.72249, 1.33522)

Properties
- charge = +2
- HOMO level (alpha / beta) (hartree) = -0.53238 / -0.53155
- molar mass (g mol⁻¹) = 802.114
- 2S+1 = 6
- gap between HOMO and LUMO (alpha / beta) (eV) = 7.71 / 7.46
- expectation value of S² = 9.3675
- largest force on an atom (eV Å⁻¹) = 4.85